# 1
C17H39MnN5O7P4S2Si | ωB97M-V with the def2-TZVPD basis set

Output
Multiplicity = 6
Energy relative to the best compared isomer or geometry (same formula, charge and spin) = 3.0 kcal per mole
⟨S²⟩ = 8.75
HOMO (alpha / beta) = -0.2801 / -0.2908 Eh
E_tot = -138081.41228 eV

Cartesian coordinates (Å):
Mn1 0.3457 -0.5610 -0.1325
S1 -0.2424 -0.6302 -4.9691
S2 -0.5736 -5.3410 -0.6438
P1 1.8920 1.2399 1.5996
P2 -1.1459 -1.3039 2.8995
P3 -3.0313 -1.0576 0.4877
P4 2.8863 -0.9149 -0.6647
Si1 -1.4095 2.5901 -1.0671
O1 -1.6575 -2.8233 2.7787
O2 -4.0089 0.1848 0.0377
O3 -1.0266 -0.8125 4.2910
O4 -1.7941 -1.0025 -0.3604
O5 0.0529 -1.2032 1.9743
O6 -3.8239 -2.2889 0.6674
O7 -0.4334 1.4721 -0.4266
N1 0.7613 -4.0400 1.3412
N2 0.2678 -0.8953 -2.4888
N3 -1.9464 1.0565 1.8319
N4 0.3227 -2.9470 -0.6977
N5 0.8942 1.2105 -3.2819
C1 3.6047 -2.2654 0.3432
C2 1.8464 1.2341 3.4365
C3 0.2285 -3.9863 0.0852
C4 -2.6061 1.8885 -2.3327
C5 1.8740 3.0441 1.2649
C6 -0.7836 -4.4289 -2.0903
C7 3.9453 0.5032 -0.1612
C8 -2.4784 3.4710 0.2246
C9 -0.2533 -3.2018 -1.9364
C10 -2.5158 -0.3332 2.1100
C11 -0.2124 -2.1180 -2.9264
C12 -0.4561 3.9948 -1.8787
C13 -3.6984 -0.1802 3.0713
C14 0.3345 -0.0290 -3.4510
C15 3.5304 -1.3031 -2.3253
C16 3.6856 0.8828 1.3041
C17 -0.5424 -2.1641 -4.2337
H1 1.0525 1.9040 3.7781
H2 3.2846 -2.1662 1.3822
H3 -2.8128 4.4391 -0.1695
H4 4.2830 1.7493 1.5965
H5 -2.7063 1.6931 1.6085
H6 -3.3568 -0.0395 4.0960
H7 -2.5192 -2.9866 3.2034
H8 -4.3307 0.6594 2.7745
H9 3.6995 1.3412 -0.8189
H10 0.0028 4.6457 -1.1218
H11 0.8374 1.5214 -2.3151
H12 0.3465 3.6646 -2.5516
H13 -4.3209 -1.0763 3.0241
H14 3.0764 -2.2354 -2.6698
H15 2.6310 3.5661 1.8567
H16 -2.2564 2.0104 -3.3656
H17 3.2507 -0.5111 -3.0239
H18 0.7940 -3.1220 1.7736
H19 -4.8321 -0.1777 -0.3430
H20 0.3563 -4.7296 1.9501
H21 -1.1516 4.6081 -2.4674
H22 -1.2996 -4.8422 -2.9472
H23 -1.4534 1.4125 2.6503
H24 3.2238 -3.2190 -0.0243
H25 4.6952 -2.2596 0.2942
H26 -3.3916 2.9013 0.4557
H27 -0.9225 -2.9970 -4.8125
H28 -3.5875 2.3749 -2.2611
H29 -1.9280 3.6802 1.1536
H30 -1.3057 1.1407 1.0125
H31 4.9955 0.2523 -0.3285
H32 -2.7479 0.8161 -2.1404
H33 0.6478 1.9157 -3.9535
H34 2.0413 3.2271 0.2001
H35 2.7927 1.5772 3.8623
H36 4.6157 -1.4130 -2.3076
H37 3.9714 0.0593 1.9629
H38 0.8837 3.4406 1.5059
H39 1.6083 0.2341 3.7999

Atomic forces in eV per Å
-0.77 0.13 -0.08
0.05 0.08 -0.08
0.00 -0.06 0.09
0.12 0.07 0.13
0.04 0.31 -0.12
0.21 0.28 0.01
0.30 0.01 0.24
-0.02 -0.13 -0.38
-0.30 -0.11 0.24
-0.45 -0.35 -0.31
0.09 -0.01 -0.06
-0.08 -0.11 -0.04
-0.02 -0.25 -0.06
-0.10 0.02 0.05
0.12 0.08 0.19
0.03 0.03 -0.22
-0.05 -0.15 0.11
-0.42 -0.52 0.72
-0.02 -0.07 -0.09
-0.04 -0.24 0.10
-0.07 0.05 -0.04
0.01 0.04 -0.06
-0.04 0.01 -0.16
-0.08 -0.21 -0.17
-0.02 0.00 -0.03
-0.13 -0.26 -0.16
-0.03 -0.04 0.11
-0.13 0.12 0.19
0.10 0.36 0.17
0.00 0.13 -0.02
0.07 0.12 0.31
0.21 0.22 -0.03
0.05 -0.07 -0.08
0.02 -0.06 -0.07
-0.11 -0.02 -0.05
-0.03 -0.02 -0.10
-0.10 -0.16 -0.24
0.02 -0.06 0.01
0.03 -0.01 -0.05
0.06 -0.16 0.03
0.06 0.00 0.02
-0.20 0.01 0.14
0.03 0.06 0.01
0.45 0.10 -0.23
-0.03 -0.03 -0.04
0.00 0.04 -0.04
-0.05 -0.09 -0.14
-0.11 0.03 0.00
-0.17 0.13 0.13
0.07 0.03 -0.01
0.03 0.05 0.00
-0.04 0.03 -0.04
0.01 -0.02 0.10
0.03 -0.03 0.05
-0.05 0.15 0.04
0.48 0.24 0.30
-0.09 -0.07 0.07
0.13 -0.05 0.08
0.10 0.08 0.17
-0.02 -0.06 0.19
0.01 0.01 0.02
0.02 -0.03 0.01
0.11 0.19 -0.09
0.08 0.19 0.13
0.14 -0.06 -0.03
-0.11 0.04 -0.12
0.55 -0.29 -0.63
0.06 0.04 0.01
0.03 0.25 -0.05
-0.07 0.07 -0.07
0.00 -0.01 0.09
-0.04 0.03 0.02
0.01 -0.01 -0.04
0.00 -0.02 0.00
0.08 -0.01 -0.03
0.01 0.03 -0.02



# 2
C17H39O2P3Rh | ωB97M-V with the def2-TZVPD basis set

Output
Multiplicity = 5
Energy relative to the best compared isomer or geometry (same formula, charge and spin) = 20.6 kcal per mole
⟨S²⟩ = 6.03
HOMO (alpha / beta) = -0.6023 / -0.6262 Eh
E_tot = -53199.70708 eV
Charge = +3

Cartesian coordinates (Å):
Rh1 0.3814 0.7518 0.4572
P1 -2.3507 1.6319 0.0762
P2 2.3934 -0.1958 0.0663
P3 1.0847 2.6127 -0.2791
O1 -0.9727 -0.8280 1.0146
O2 0.9499 1.1545 2.7513
C1 0.4030 -4.1649 -0.8172
C2 -3.6273 0.4039 0.4144
C3 3.9097 0.4582 0.8647
C4 2.7038 3.2623 0.2992
C5 0.1605 4.1840 -0.0854
C6 2.7738 -0.3087 -1.7090
C7 -3.1210 -4.8984 -0.3968
C8 -2.7479 -4.5473 0.8427
C9 -0.5650 -3.1048 1.1107
C10 -0.7372 -2.0462 -1.0970
C11 -0.7861 -1.9364 0.3340
C12 -2.6101 2.4125 -1.5409
C13 -0.2098 -3.2143 -1.6427
C14 -2.2911 2.7788 1.4465
C15 0.2084 -4.1303 0.5729
C16 2.3885 -1.8853 0.7167
C17 1.1948 2.5596 -2.1003
H1 0.2334 2.2387 -2.5127
H2 2.6279 4.3516 0.4453
H3 3.5056 3.0291 -0.4185
H4 3.4025 -2.2010 0.9687
H5 0.6953 -4.9445 1.1504
H6 2.9622 2.8731 1.2925
H7 1.9584 -2.5655 -0.0229
H8 -1.0031 -3.1127 2.1180
H9 -2.8069 2.3372 2.3037
H10 3.2715 -1.2604 -1.9200
H11 0.6145 4.9326 -0.7541
H12 0.9788 -4.9823 -1.2662
H13 -1.1240 -1.2314 -1.7251
H14 -3.2679 -3.8212 1.4963
H15 -1.3802 0.5899 -0.3323
H16 4.3376 1.2782 0.2751
H17 -0.2889 -3.3956 -2.7184
H18 -3.4074 -0.0894 1.3722
H19 0.2390 4.5342 0.9509
H20 -0.9024 4.0917 -0.3215
H21 -1.2956 3.0750 1.7961
H22 0.6986 2.0868 2.9220
H23 1.8423 -0.2688 -2.2849
H24 1.4666 3.5542 -2.4754
H25 -1.9111 3.2441 -1.7166
H26 1.7658 -1.9121 1.6188
H27 -1.9997 -5.1567 1.3532
H28 -4.5849 0.9366 0.4370
H29 -4.0400 -4.6238 -0.9300
H30 1.9210 1.8273 -2.4491
H31 -2.5548 -5.6558 -0.9419
H32 -3.6550 2.7580 -1.5604
H33 3.4354 0.5198 -1.9900
H34 0.3421 0.5848 3.2641
H35 -3.6338 -0.3705 -0.3671
H36 3.6600 0.8019 1.8811
H37 -2.8212 3.6971 1.1637
H38 -2.4593 1.6555 -2.3267
H39 4.6451 -0.3552 0.9251

Atomic forces in eV per Å
-1.23 -0.95 2.31
-0.76 -1.49 -1.94
3.13 -2.00 -0.37
1.39 4.68 -1.47
-0.16 -2.06 -0.51
-0.80 0.09 -0.54
0.16 -0.76 1.02
-0.23 0.22 -0.01
-0.17 0.46 0.07
0.15 0.09 0.28
-0.31 0.16 0.07
-0.08 -0.07 -0.09
-0.22 -0.29 -0.12
-0.65 -0.15 0.36
0.00 -1.19 0.70
0.33 -0.37 -0.21
-0.42 1.16 0.42
-0.22 0.10 0.21
-0.86 1.35 -0.45
0.44 0.21 0.87
0.71 -0.69 -0.71
-0.30 -0.06 0.04
0.06 -0.22 -0.06
0.01 0.26 -0.05
0.07 -0.36 -0.41
-0.27 0.22 0.33
-0.07 0.00 -0.07
-0.83 0.68 -0.11
0.00 -0.05 -0.35
0.19 0.21 0.22
0.81 0.09 -0.27
-0.07 -0.09 -0.17
0.02 0.13 0.07
-0.17 -0.19 0.29
-0.31 0.29 0.20
0.17 -0.44 0.20
0.02 -0.54 -0.63
-0.54 1.24 0.38
-0.10 -0.30 0.34
0.29 0.20 0.32
-0.16 0.30 -0.22
0.04 0.05 -0.20
0.32 0.19 0.00
-0.21 -0.12 -0.33
0.27 -0.69 0.29
0.29 -0.08 -0.05
-0.12 -0.24 0.00
-0.46 -0.29 0.04
0.26 -0.12 -0.10
-0.13 0.28 -0.21
-0.04 -0.32 0.14
0.45 0.50 0.46
0.00 0.30 0.04
-0.01 0.08 0.25
0.34 0.12 -0.20
-0.15 -0.26 -0.04
0.36 0.35 0.08
-0.04 0.37 0.12
0.26 -0.13 -0.33
0.01 -0.18 -0.14
-0.17 0.20 0.31
-0.28 0.15 -0.06



# 3
C17H40BaO21S5 | ωB97M-V with the def2-TZVPD basis set

Output
Energy relative to the best compared isomer or geometry (same formula, charge and spin) = 30.6 kcal per mole
HOMO = 0.0485 Eh
E_tot = -116142.96141 eV
Charge = -2

Cartesian coordinates (Å):
Ba1 -1.2817 -0.0740 0.7446
S1 -0.5311 2.1317 -2.5062
S2 -0.6756 -2.6639 -2.6199
S3 2.5152 -0.6523 -0.5820
S4 1.3359 0.6252 3.7423
S5 -0.6498 3.9522 1.3069
O1 -0.9155 2.6207 0.8412
O2 -3.9265 0.4910 0.7160
O3 0.5512 0.6239 2.5467
O4 -1.4549 4.9669 0.3679
O5 -2.0834 -2.9332 -3.3918
O6 3.3699 0.1456 -1.4196
O7 1.5962 -0.9430 4.1025
O8 -2.9786 -2.4703 0.6577
O9 -1.4868 1.3320 -1.7972
O10 -3.0591 1.0926 2.6954
O11 -0.8324 -1.5160 -1.7789
O12 0.7107 4.4604 1.3888
O13 -1.7342 -2.0538 2.5065
O14 -3.8071 -2.8751 2.6269
O15 2.6114 1.2892 3.7224
O16 0.4605 -2.8654 -3.5089
O17 0.8046 2.4483 -1.6130
O18 -5.2382 0.5132 2.4748
O19 -0.9403 3.3559 -3.1347
O20 2.3193 -2.0878 -1.2294
O21 1.2347 -0.2050 -0.1342
C1 2.0636 -2.7338 5.7360
C2 -1.9666 -3.5682 -4.6823
C3 -1.5659 4.2480 2.8155
C4 3.1893 -4.1101 -2.1537
C5 3.4289 -2.6166 -1.9525
C6 -3.3076 -4.0283 -5.2263
C7 -0.6677 -4.0998 -1.5398
C8 0.3467 1.0758 5.1993
C9 3.5089 -1.0421 0.9110
C10 -2.7641 -2.5860 1.9448
C11 0.1533 1.0324 -3.7627
C12 -3.9281 4.5128 0.3776
C13 -4.0991 0.8225 1.9738
C14 2.9761 3.2908 -2.2727
C15 2.3897 -1.3338 5.2266
C16 1.5371 3.6491 -1.8942
C17 -2.6101 4.4706 -0.3880
H1 0.1935 -4.0001 -0.8854
H2 -0.6567 0.7609 4.8961
H3 1.4081 4.3472 -1.0685
H4 3.4107 -0.1715 1.5587
H5 -3.6569 -4.9290 -4.7250
H6 -4.7335 4.3655 -0.3349
H7 4.0381 -4.5765 -2.6470
H8 -2.4483 3.6020 2.8229
H9 3.4810 -2.1694 -2.9484
H10 2.9081 -1.8403 1.3514
H11 1.2334 -2.8051 6.4303
H12 -1.6013 -3.9020 -0.9916
H13 4.5456 -1.3127 0.7482
H14 -0.6617 0.8352 -4.4564
H15 3.3993 -1.3311 4.8014
H16 -0.9193 3.9912 3.6522
H17 -3.9274 3.7568 1.1624
H18 -1.8358 5.2992 2.7956
H19 4.3880 -2.4433 -1.4637
H20 3.6537 2.8356 -1.5586
H21 -1.2574 -4.3860 -4.5529
H22 -3.1682 -4.2809 -6.2819
H23 3.1747 -4.4998 -1.1259
H24 0.5989 0.1330 -3.3519
H25 0.3317 2.1607 5.2853
H26 2.1987 -4.3525 -2.5258
H27 0.9069 1.6159 -4.2945
H28 -4.0829 -3.2650 -5.2654
H29 -0.6540 -5.0198 -2.1159
H30 0.6564 0.5993 6.1209
H31 2.3901 -0.5672 6.0059
H32 2.9725 -2.9880 6.2907
H33 -2.2924 3.5049 -0.7742
H34 -2.5858 5.0981 -1.2808
H35 -1.5383 -2.8688 -5.4020
H36 2.9624 2.6138 -3.1324
H37 2.0368 -3.3771 4.8594
H38 3.3636 4.2115 -2.7239
H39 -3.9519 5.4983 0.8501
H40 1.1209 4.1646 -2.7621

Atomic forces in eV per Å
-4.07 -1.46 1.15
0.82 -1.16 -0.23
0.04 -2.38 1.64
1.69 0.25 1.56
-0.02 -1.45 1.15
-0.69 0.26 0.01
0.79 0.92 0.16
1.41 1.61 -0.71
0.82 0.20 1.21
0.39 0.07 0.12
0.76 0.73 -0.21
-0.58 -0.11 -0.35
-1.13 0.68 -0.57
2.55 -0.56 -1.26
0.88 0.96 0.10
1.34 1.68 0.21
0.28 -0.15 -1.49
-1.28 -0.37 0.01
2.41 -0.02 -0.22
1.40 -1.40 0.54
-0.05 0.07 0.25
-0.80 1.13 -0.38
-1.68 -0.53 -0.48
0.61 1.99 0.33
-0.03 -0.02 -0.01
-0.15 0.37 0.24
1.19 -0.38 -0.86
1.05 0.83 -0.24
0.09 0.19 -0.18
0.52 -0.29 -0.12
0.03 0.20 2.15
0.09 -0.78 -1.76
0.14 -0.28 -0.19
-0.81 1.32 -0.19
-0.53 0.33 -1.46
-1.74 0.01 -0.35
-4.61 1.70 0.24
0.16 1.12 -0.11
1.48 0.15 0.07
-2.07 -3.83 -0.16
-0.37 0.45 -0.99
0.83 0.47 -0.48
0.57 0.06 -0.46
0.50 -0.34 -0.76
-0.01 0.02 0.06
-0.09 -0.16 0.15
0.28 -0.31 0.32
0.12 0.10 -0.09
-0.22 0.17 0.15
-0.19 -0.06 0.19
-0.21 -0.01 -0.39
0.08 -0.36 -0.13
-0.11 0.45 0.23
0.33 -0.10 0.27
-0.36 -0.04 -0.44
0.03 -0.43 0.58
-0.07 0.00 -0.38
-0.08 -0.21 0.16
0.17 -0.15 0.43
-0.05 0.08 0.05
-0.32 -0.27 -0.20
0.14 0.07 0.18
-0.13 0.10 0.29
-0.26 0.28 0.43
-0.14 -0.23 -0.35
0.25 -0.19 0.05
0.10 -0.35 -0.13
-0.24 -0.01 0.27
0.22 0.00 0.01
0.21 0.22 -0.67
0.06 -0.05 0.02
0.11 0.13 0.56
-0.06 0.01 -0.10
0.27 -0.09 -0.14
-0.22 -0.08 0.05
-0.09 -0.27 0.12
-0.65 -0.33 0.37
-0.28 0.32 0.21
0.17 0.13 0.19
-0.22 -0.21 0.14
-0.55 -0.28 0.23
0.48 0.02 0.47
-0.46 0.07 -0.08
-0.21 -0.21 0.04



# 4
C17H40MnNP3Se | ωB97M-V with the def2-TZVPD basis set

Output
Multiplicity = 5
Energy relative to the best compared isomer or geometry (same formula, charge and spin) = 5.4 kcal per mole
⟨S²⟩ = 6.24
HOMO (alpha / beta) = -0.6317 / -0.6268 Eh
E_tot = -144271.84858 eV
Charge = +3

Cartesian coordinates (Å):
Se1 1.3274 3.2926 -0.5289
Mn1 -1.8674 -0.3880 -1.7795
P1 -2.6376 -2.0546 -0.4730
P2 0.0432 -0.9982 -2.7729
P3 2.3470 0.9511 1.5551
N1 -1.5854 1.1474 -0.4229
C1 2.6165 -0.8374 1.2550
C2 3.7350 1.3846 2.6670
C3 -2.5409 0.7902 -3.0999
C4 -3.9740 -1.5488 0.6611
C5 0.0936 3.5480 -4.5276
C6 1.5462 -0.1796 -2.1512
C7 2.4665 3.1347 -4.6747
C8 2.5510 3.1006 -3.2795
C9 1.2471 3.3528 -5.3013
C10 1.3835 3.2295 -2.4898
C11 -3.3048 -3.5212 -1.3166
C12 0.1253 -0.6082 -4.5544
C13 0.4634 -2.7618 -2.5834
C14 0.1747 3.5137 -3.1325
C15 0.8594 1.0338 2.6326
C16 -3.3725 -0.4726 -2.8840
C17 -1.3292 -2.6782 0.6385
H1 3.1776 -1.3233 2.0640
H2 3.2055 -0.9308 0.3314
H3 0.9585 -1.1560 -5.0188
H4 -3.4210 -4.3469 -0.5976
H5 -3.3430 -1.2540 -3.6592
H6 1.6361 -0.2758 -1.0637
H7 -0.8145 -0.8944 -5.0445
H8 -1.1006 -1.9449 1.4238
H9 3.5210 2.9950 -2.8050
H10 -1.4480 0.7987 0.5316
H11 -0.8573 3.7391 -5.0033
H12 -0.8025 1.8023 -0.6065
H13 1.1578 3.3771 -6.3870
H14 1.0759 0.7705 3.6774
H15 0.8085 -2.9776 -1.5630
H16 -0.4094 -2.9125 0.0891
H17 -4.3590 -0.3835 -2.4022
H18 4.5579 1.7273 2.0121
H19 1.2641 -3.0204 -3.2897
H20 4.0873 0.5320 3.2745
H21 -2.6368 -3.8235 -2.1354
H22 -0.7098 3.7346 -2.5447
H23 0.4814 2.0642 2.5874
H24 3.4585 2.2198 3.3310
H25 1.5092 0.8822 -2.3949
H26 -0.4096 -3.3902 -2.7910
H27 -4.4696 -2.4335 1.0863
H28 2.4527 -0.6033 -2.6061
H29 0.2813 0.4698 -4.7097
H30 -4.2744 -3.2787 -1.7696
H31 -2.4417 1.7156 -0.3873
H32 -1.6681 -3.6011 1.1229
H33 -1.9885 0.9398 -4.0446
H34 -4.7201 -0.9450 0.1283
H35 3.3755 2.9940 -5.2773
H36 0.0706 0.3691 2.2617
H37 -2.9243 1.7334 -2.6950
H38 -3.5583 -0.9553 1.4852
H39 2.2123 2.1304 -0.1731
H40 1.6658 -1.3666 1.1126

Atomic forces in eV per Å
0.03 0.63 -1.31
1.33 1.29 2.36
-1.07 -1.82 1.35
2.14 -0.40 -2.05
0.14 -1.72 2.43
0.21 0.42 1.01
0.01 -0.03 -0.88
0.47 0.99 -0.62
-1.36 -0.72 -1.64
-0.06 0.11 0.11
0.60 -0.03 0.31
-0.13 0.31 0.57
0.49 -0.10 0.23
-0.21 -0.07 0.44
-0.75 -0.06 0.13
0.25 0.49 -0.27
0.16 -0.08 -0.25
-0.20 -0.19 -0.17
-0.38 -0.23 0.07
-0.28 -0.29 -0.20
-0.32 0.52 -0.59
-0.34 1.48 -2.36
0.18 -0.18 0.14
-0.17 0.35 -0.04
-0.03 -0.20 0.29
-0.24 0.12 0.16
-0.01 0.26 -0.29
-0.07 0.40 0.23
-0.09 -0.08 -0.22
0.28 -0.01 0.01
-0.08 -0.13 -0.18
-0.07 -0.09 -0.04
-0.05 0.33 -0.18
-0.02 0.12 -0.03
-0.39 -0.25 0.04
0.18 0.02 0.26
0.21 0.06 -0.32
-0.05 0.13 -0.33
-0.27 0.04 0.15
0.50 -0.17 0.05
-0.11 -0.14 0.51
-0.19 0.13 0.15
-0.41 0.18 -0.41
-0.17 -0.08 0.29
-0.05 -0.10 -0.04
0.01 -0.20 0.27
0.06 -0.27 -0.32
-0.04 -0.09 -0.08
0.22 0.02 -0.04
0.15 0.23 -0.12
-0.39 -0.12 -0.06
-0.05 -0.27 0.21
0.16 -0.05 0.19
0.30 -0.08 0.03
0.04 0.16 0.00
-0.49 -0.24 0.52
0.11 -0.19 0.16
-0.45 0.16 0.39
0.20 0.06 0.02
0.09 -0.31 -0.04
-0.14 -0.08 -0.15
0.42 -0.10 0.12
0.16 0.18 0.02